[1]
A single C4H6O2 molecule. Source: the Open Molecules 2025 dataset; level of theory: ωB97M-V/def2-TZVPD.

Cartesian coordinates (Å):
C1 -1.066 -0.279 -0.715
C2 0.367 -0.386 -0.414
C3 0.532 1.191 -0.336
O1 1.231 1.801 -1.104
C4 0.699 -0.728 0.933
O2 -0.303 -0.793 1.757
H1 -1.360 -0.370 -1.755
H2 -1.096 -0.937 1.130
H3 -1.685 0.403 -0.135
H4 1.048 -0.729 -1.190
H5 -0.063 1.636 0.477
H6 1.696 -0.809 1.353

Computed properties:
**E_LUMO (alpha / beta)**: -0.2 / -0.5 eV
**HOMO-LUMO gap (alpha / beta)**: 7.457 / 6.899 eV
**Calculated total energy**: -306.34545 hartree
**Total charge**: 0
**Molecular weight**: 86.09 g mol⁻¹



[2]
A molecular structure, C37H40CaN6O7P. Source: the Open Molecules 2025 dataset; level of theory: ωB97M-V/def2-TZVPD.

Cartesian coordinates (Å):
Ca1 -1.192 -0.884 0.628
N1 -3.015 -0.625 2.502
C1 -4.061 0.061 1.754
C2 -4.232 -0.581 0.398
O1 -5.046 0.071 -0.440
N2 -3.626 -1.662 0.148
C3 -3.775 -2.299 -1.152
C4 -2.424 -2.481 -1.864
O2 -2.388 -3.215 -2.845
O3 -1.453 -1.803 -1.387
H1 -3.209 -1.622 2.519
H2 -2.971 -0.279 3.453
H3 -3.774 1.107 1.606
H4 -5.045 0.053 2.243
H5 -4.429 -1.733 -1.822
H6 -4.215 -3.287 -1.009
N3 1.841 -3.312 0.323
C5 3.060 -3.098 -0.263
C6 4.108 -4.009 -0.053
C7 5.352 -3.800 -0.606
C8 5.602 -2.678 -1.393
C9 4.577 -1.774 -1.597
C10 3.310 -1.948 -1.040
P1 1.962 -0.731 -1.296
C11 2.802 0.866 -1.021
C12 2.266 2.015 -1.607
C13 2.809 3.261 -1.346
C14 3.884 3.388 -0.475
C15 4.402 2.257 0.137
C16 3.867 1.005 -0.135
C17 1.766 -0.773 -3.119
C18 2.652 -0.159 -4.008
C19 2.474 -0.283 -5.376
C20 1.410 -1.026 -5.875
C21 0.527 -1.638 -5.001
C22 0.700 -1.510 -3.627
H7 1.647 -4.199 0.752
H8 1.040 -2.847 -0.066
H9 3.920 -4.888 0.552
H10 6.138 -4.524 -0.426
H11 6.575 -2.516 -1.835
H12 4.759 -0.893 -2.200
H13 1.409 1.935 -2.264
H14 2.374 4.138 -1.808
H15 4.304 4.364 -0.267
H16 5.235 2.343 0.825
H17 4.289 0.128 0.341
H18 3.477 0.432 -3.630
H19 3.166 0.201 -6.053
H20 1.269 -1.119 -6.945
H21 -0.313 -2.213 -5.365
H22 -0.017 -1.968 -2.957
C23 1.731 1.019 4.041
C24 0.926 -0.230 4.143
N4 0.375 -0.923 3.163
C25 -0.170 -2.040 3.752
C26 0.040 -2.009 5.104
N5 0.740 -0.853 5.328
C27 -0.288 -2.870 6.261
O4 -0.967 -3.957 6.009
O5 0.077 -2.537 7.373
C28 -0.878 -3.094 2.948
O6 -1.408 -4.040 3.579
O7 -0.884 -2.926 1.713
H23 1.416 1.613 3.192
H24 2.788 0.776 3.915
H25 1.625 1.622 4.943
H26 1.049 -0.571 6.245
H27 -1.180 -4.015 5.002
C29 -5.136 2.690 -2.041
N6 -4.169 2.508 -0.964
C30 -4.279 3.588 0.005
C31 -2.808 2.334 -1.550
C32 -1.657 2.657 -0.627
C33 -1.205 3.980 -0.646
C34 -0.147 4.391 0.148
C35 0.489 3.450 0.942
C36 0.041 2.135 0.927
C37 -1.050 1.666 0.177
H28 -6.148 2.709 -1.634
H29 -5.063 1.858 -2.741
H30 -4.958 3.625 -2.591
H31 -4.741 1.052 -0.469
H32 -4.106 4.576 -0.445
H33 -3.551 3.451 0.802
H34 -5.285 3.576 0.430
H35 -2.743 2.972 -2.443
H36 -2.729 1.295 -1.881
H37 -1.688 4.703 -1.300
H38 0.193 5.420 0.126
H39 1.351 3.733 1.538
H40 0.603 1.416 1.515

Computed properties:
**E_LUMO**: 2.3 eV
**HOMO-LUMO gap**: 7.634 eV
**Calculated total energy**: -3308.43423 hartree
**Total charge**: -1
**Molecular weight**: 751.81 g mol⁻¹